--- A ---
Density functional theory data (ωB97M-V/def2-TZVPD) for the molecule C4H11NS2.

Results
HOMO energy in eV: -8.089
Spin multiplicity: 1
SMILES string: CCSSCCN
Lowest unoccupied orbital energy in eV: 0.76

Geometry (Å):
N  2.4778  -0.3192  -1.3514
C  1.6435  -0.1860  -0.1718
C  0.9550  1.1721  0.0385
S  0.5067  1.3480  1.8077
S  -0.7769  -0.2560  2.2545
C  -2.1313  -0.3533  1.0193
C  -1.8638  -0.7510  -0.4026
H  3.3647  0.1727  -1.2335
H  2.0430  0.1157  -2.1308
H  2.1825  -0.4031  0.7453
H  0.8828  -0.9606  -0.0993
H  0.1403  1.3460  -0.6803
H  1.5174  2.0763  -0.2273
H  -2.6372  0.6181  1.0687
H  -2.7938  -0.9805  1.6287
H  -1.3565  -1.7074  -0.4482
H  -2.8108  -0.9662  -0.8796
H  -1.3434  0.0343  -0.9379

Atomic partial charges in e from the Löwdin method, atoms 1 to 5: atom 1 (N): 0.001, atom 2 (C): -0.380, atom 3 (C): -0.552, atom 4 (S): 0.481, atom 5 (S): 0.472



--- B ---
Density functional theory data (ωB97M-V/def2-TZVPD) for the molecule C4H11NS2.

Results
HOMO energy in eV: -8.712
Spin multiplicity: 1
SMILES string: CCNCCSS
Lowest unoccupied orbital energy in eV: 0.67

Geometry (Å):
S  3.8277  0.9851  -1.4269
S  2.4723  -0.4466  -1.3214
C  0.8581  0.1567  -1.7971
C  0.2888  0.6927  -0.4362
N  -0.6711  -0.3694  0.0299
C  -1.3751  0.1146  1.2290
C  -2.0489  -1.0678  1.9447
H  4.2915  0.8223  -2.6835
H  0.4298  -0.5613  -2.3987
H  0.8490  1.1734  -2.3026
H  -0.3433  1.5539  -0.5641
H  1.0090  1.0069  0.4261
H  -0.1273  -1.2067  -0.0837
H  -0.5956  0.5025  1.8986
H  -2.1061  0.9225  1.0353
H  -3.0167  -1.2608  1.4399
H  -2.2872  -1.0174  2.9895
H  -1.4547  -2.0005  2.0212

Atomic partial charges in e from the Löwdin method, atoms 1 to 5: atom 1 (S): 0.298, atom 2 (S): 0.386, atom 3 (C): -0.513, atom 4 (C): -0.331, atom 5 (N): -0.105



Stability, highest: A